(1)
ORCA calculation (ωB97M-V/def2-TZVPD) on a single C5H8O molecule.

Results
**Multiplicity**: 1
**Largest force on an atom**: 0.051 Eh/bohr
**HOMO-LUMO gap**: 8.9 eV
**Energy relative to the best compared isomer or geometry (same formula, charge and spin)**: 55.15 kcal/mol

XYZ file:
```
14
Properties=species:S:1:pos:R:3:forces:R:3:nbo_charge:R:1
C 0.986527 -2.112996 -1.467583 -1.059 -0.732 1.954 -0.373
C 0.135059 -1.308746 -0.781420 1.291 0.024 -2.215 -0.220
C 0.604681 -0.320688 0.172674 -2.025 0.658 1.558 -0.394
C -0.164038 0.789927 0.412031 -0.629 -0.535 0.824 0.385
C 0.059290 1.913745 1.373666 1.168 -0.242 1.152 -0.675
O -1.501348 0.852123 0.057532 0.837 0.274 -0.749 -0.681
H 1.866749 -2.454348 -0.914566 0.317 0.485 -0.722 0.190
H 0.656916 -2.706587 -2.312097 0.011 0.057 0.053 0.197
H -0.820345 -1.136394 -1.258695 -0.213 0.043 -0.136 0.176
H 1.153875 -0.689988 1.031212 1.281 0.580 -0.488 0.229
H 0.064419 2.954143 1.043958 -0.662 -0.277 -0.701 0.239
H 1.040933 1.877791 1.858066 -0.006 -0.532 -0.075 0.221
H -0.691787 1.773432 2.160966 0.084 0.379 -0.143 0.228
H -1.758380 -0.056395 -0.098847 -0.395 -0.183 -0.310 0.478
```
Forces are in eV/Å.



(2)
ORCA calculation (ωB97M-V/def2-TZVPD) on 8 unconnected molecules or ions with the total composition C4H25NO8S.

Results
**Multiplicity**: 1
**Largest force on an atom**: 0.103 Eh/bohr
**HOMO-LUMO gap**: 8.8 eV

XYZ file:
```
39
Properties=species:S:1:pos:R:3:forces:R:3:nbo_charge:R:1
C 0.555490 -3.292128 -0.958959 2.213 -0.615 -2.025 -0.444
N 0.198288 -2.282186 -2.038843 0.338 2.338 0.642 -0.657
C -0.401558 -0.935445 -1.545579 0.317 -1.500 0.898 -0.073
C 0.543679 -0.220925 -0.368841 -1.302 -4.135 -3.007 -0.084
O -0.130724 0.856993 0.088528 1.673 2.584 -0.461 -0.755
C -1.867243 -1.304897 -1.044099 -0.439 1.820 0.792 -0.564
S -3.236561 -0.289831 -1.771771 1.258 -0.053 -1.160 -0.077
H 0.466397 -4.215996 -1.569346 0.008 0.075 0.908 0.209
H 1.681532 -3.329543 -0.591133 -2.144 0.635 -0.526 0.173
H -0.105337 -3.377854 -0.096935 -0.174 0.518 -0.287 0.208
H 0.995875 -2.061660 -2.693984 -0.990 -0.627 1.335 0.366
H -0.573503 -0.197157 -2.359760 0.667 -0.766 0.178 0.202
H 0.656565 -1.104360 0.325578 0.356 1.560 -0.147 0.199
H 1.475174 0.110393 -0.825402 0.111 -0.268 0.168 0.179
H -0.836993 0.538106 0.568881 -2.857 -0.914 1.968 0.504
H -2.093441 -1.096637 0.010577 0.757 -0.033 -0.695 0.264
H -2.238178 -2.299273 -1.123370 0.683 -1.091 -0.731 0.224
H -2.659825 -0.303421 -3.025351 -0.750 0.082 0.646 0.112
O -0.123906 -1.154752 3.821596 -0.687 2.524 -0.407 -0.983
H 0.665510 -0.750747 3.410987 -0.193 -1.197 0.390 0.510
H -0.033271 -2.056126 4.027432 0.985 -1.599 0.253 0.481
O 2.423895 2.983144 -0.810984 -0.073 -0.531 -2.982 -0.984
H 2.634045 2.246931 -1.507927 -0.665 2.140 1.941 0.488
H 1.951929 3.679851 -1.376868 0.848 -1.605 1.018 0.498
O -1.832946 -0.909939 1.741222 -2.409 2.197 -0.256 -0.957
H -2.077992 -0.427552 2.537356 -0.777 0.698 -0.074 0.489
H -1.202370 -1.382956 2.190958 3.157 -2.463 1.236 0.488
O 2.224624 -1.368332 2.039666 -4.118 -1.798 1.421 -1.029
H 2.751435 -2.085146 1.826674 2.212 -0.856 -0.745 0.498
H 2.366745 -0.459484 2.040897 2.250 2.238 -0.531 0.515
O 2.792326 1.166160 2.061664 0.310 1.127 0.016 -0.980
H 3.444101 1.888424 2.158547 -0.345 -0.772 -0.019 0.496
H 2.001672 1.640342 1.767266 -0.283 0.185 -0.045 0.502
O 0.070165 2.649740 -2.315136 1.466 0.080 1.831 -1.008
H -0.596852 2.538443 -2.975935 -1.013 -0.460 0.218 0.487
H -0.098912 2.279424 -1.393219 -0.559 0.288 -2.195 0.509
O 0.479159 3.173554 1.271104 0.839 1.650 1.564 -0.965
H 1.282307 3.657002 1.010938 -0.565 -0.308 -0.049 0.476
H 0.337375 2.529426 0.606942 -0.107 -1.148 -1.082 0.483
```
Forces are in eV/Å.



(3)
ORCA calculation (ωB97M-V/def2-TZVPD) on a single CHN7 molecule.

Results
**Multiplicity**: 1
**Largest force on an atom**: 0.072 Eh/bohr
**HOMO-LUMO gap**: 10.1 eV
**Energy relative to the best compared isomer or geometry (same formula, charge and spin)**: 1.75 kcal/mol

XYZ file:
```
9
Properties=species:S:1:pos:R:3:forces:R:3:nbo_charge:R:1
C -1.264804 0.170632 0.607904 1.818 -0.403 -1.275 0.139
N 3.265007 0.004143 -0.145369 1.318 -0.417 -0.553 0.027
N -1.427486 -0.450829 -1.393648 -2.214 -0.873 -1.580 -0.058
N -2.113151 -0.135257 -0.302950 -1.479 0.231 0.080 -0.282
N 2.199037 0.052750 0.164192 1.432 -0.124 -1.326 0.243
N -0.001642 0.010439 0.035238 -3.091 0.191 1.451 -0.054
N -0.209200 -0.398983 -1.205182 3.670 0.181 -0.537 -0.064
N 1.148091 0.271684 0.689054 -1.924 0.779 2.343 -0.181
H -1.595852 0.475421 1.550761 0.471 0.436 1.396 0.231
```
Forces are in eV/Å.



(4)
ORCA calculation (ωB97M-V/def2-TZVPD) on 2 unconnected molecules or ions with the total composition C10H16.

Results
**Multiplicity**: 1
**Largest force on an atom**: 0.051 Eh/bohr
**HOMO-LUMO gap**: 10.0 eV
**Energy relative to the best compared isomer or geometry (same formula, charge and spin)**: 18.65 kcal/mol

XYZ file:
```
26
Properties=species:S:1:pos:R:3:forces:R:3:nbo_charge:R:1
C -2.735768 1.297662 -0.661684 0.169 -0.597 -0.305 -0.593
C -1.310208 0.909668 -0.153287 -1.957 1.712 0.391 -0.433
C -0.787589 -0.295549 -0.853212 0.028 0.403 0.734 -0.021
C -0.221550 -0.192623 -2.113282 0.617 -0.610 -0.410 -0.213
C 0.318586 -1.323738 -2.717411 -1.450 -0.806 -0.798 -0.202
C 0.168107 -2.581300 -2.137917 1.000 0.558 1.185 -0.227
C -0.370423 -2.652020 -0.857061 -0.400 -0.521 -0.049 -0.197
C -0.927122 -1.544404 -0.241499 0.653 0.387 -0.530 -0.213
H -3.323728 0.410262 -0.908503 0.041 -0.075 0.195 0.205
H -2.691574 1.868192 -1.589290 0.017 0.196 0.084 0.201
H -3.275497 1.840724 0.108132 -0.057 0.282 -0.083 0.206
H -0.769784 1.853793 -0.204295 0.823 -0.285 -0.720 0.216
H -1.443484 0.891070 0.930228 0.329 -1.182 0.095 0.213
H -0.172160 0.722168 -2.690328 -0.065 0.276 0.406 0.213
H 0.569114 -1.315892 -3.770567 0.600 0.376 0.062 0.209
H 0.661778 -3.464604 -2.521593 -0.252 0.037 -0.400 0.213
H -0.375041 -3.606568 -0.347127 -0.156 -0.068 0.011 0.208
H -1.421722 -1.607818 0.715635 0.090 -0.070 0.159 0.214
C 2.468484 0.340352 2.468227 -0.772 1.033 0.546 -0.612
C 2.034076 1.833298 2.516386 0.588 -0.443 -0.409 -0.612
H 1.795865 -0.253882 3.082573 -0.186 -0.258 -0.342 0.203
H 2.532305 -0.024192 1.452661 -0.026 -0.265 -0.074 0.210
H 3.407717 0.268919 2.958381 1.057 -0.335 0.162 0.202
H 1.844866 2.178368 1.503851 -0.475 0.146 -0.001 0.204
H 2.847161 2.471058 2.865695 -0.042 -0.064 0.203 0.201
H 1.177594 1.977052 3.165279 -0.173 0.174 -0.111 0.204
```
Forces are in eV/Å.



(5)
ORCA calculation (ωB97M-V/def2-TZVPD) on 2 unconnected molecules or ions with the total composition C2H4NO2.

Results
**Total charge**: -1
**Multiplicity**: 1
**Largest force on an atom**: 0.058 Eh/bohr
**HOMO-LUMO gap**: 5.8 eV
**Energy relative to the best compared isomer or geometry (same formula, charge and spin)**: 122.98 kcal/mol

XYZ file:
```
9
Properties=species:S:1:pos:R:3:forces:R:3:nbo_charge:R:1
C 0.085037 0.137829 0.165643 2.078 1.302 0.646 0.220
N -0.899826 0.965305 0.380208 -0.772 -2.799 0.640 -0.681
C -1.960108 0.450125 -0.397264 -0.670 1.658 -1.073 0.524
O 2.853033 -1.218872 0.458206 -0.402 0.273 0.016 -1.346
O -2.140756 0.625309 -1.573856 0.103 -0.023 -0.572 -0.578
H 0.549632 -0.587740 0.858054 -0.147 0.314 0.371 0.206
H 3.476681 -0.515914 0.673924 0.051 -0.057 0.003 0.391
H 0.804748 0.262965 -0.662685 -0.690 -0.676 -0.777 0.162
H -2.768441 -0.119008 0.097769 0.448 0.007 0.745 0.101
```
Forces are in eV/Å.



(6)
ORCA calculation (ωB97M-V/def2-TZVPD) on 2 unconnected molecules or ions with the total composition C2H8N2O.

Results
**Multiplicity**: 1
**Largest force on an atom**: 0.034 Eh/bohr
**HOMO-LUMO gap**: 9.5 eV
**Energy relative to the best compared isomer or geometry (same formula, charge and spin)**: 36.26 kcal/mol

XYZ file:
```
13
Properties=species:S:1:pos:R:3:forces:R:3:nbo_charge:R:1
H -0.975442 -2.428827 0.828386 -0.213 -0.258 0.000 0.335
N -1.577626 -1.752468 0.370722 -0.150 0.357 0.619 -0.711
C -1.164379 -0.595929 0.722697 0.967 -0.010 -1.450 0.284
N -1.653324 0.577068 0.215676 -0.076 -0.825 0.442 -0.623
C -0.770846 1.715551 0.128929 -0.450 0.686 1.520 -0.416
H -0.207268 -0.447578 1.233906 -0.252 0.030 0.496 0.133
H -2.427483 0.438199 -0.409350 0.039 0.292 -0.308 0.398
H -0.768465 2.235867 1.098040 0.130 -0.133 0.043 0.188
H -1.180780 2.475159 -0.511189 0.067 -0.008 -0.783 0.217
H 0.271893 1.477241 -0.064718 -0.054 -0.130 -0.582 0.194
O 3.689131 -0.965843 -1.412370 -0.087 -0.042 0.200 -0.935
H 3.262254 -1.765733 -1.735018 0.011 0.018 -0.050 0.469
H 3.502329 -0.962707 -0.465710 0.067 0.025 -0.147 0.466
```
Forces are in eV/Å.



Here are the calculated DFT total energy numbers, same order: -270.47001 -1222.15069 -421.83849 -390.60615 -283.71503 -265.72536 (Ha).